{"formula": "C3H7O3", "method": "ωB97M-V with the def2-TZVPD basis set", "species": ["H", "H", "H", "O", "C", "C", "H", "C", "O", "H", "H", "H", "O"], "positions_angstrom": [[-2.6988, 0.6245, 0.6262], [-0.6666, 0.7146, -1.0522], [-1.9272, -0.7800, 1.2842], [2.2984, 0.3482, -1.1688], [2.6017, 0.2932, 0.0569], [-1.0874, -0.1800, -0.5897], [2.5899, 1.2888, 0.5841], [-1.7225, 0.1358, 0.7397], [-0.0420, -1.1217, -0.4095], [-1.8324, -0.5968, -1.2665], [0.7063, -0.7960, -0.9434], [-1.1196, 0.7548, 1.3979], [2.9001, -0.6854, 0.7411]], "mulliken_charge": [0.32, 0.29, 0.27, -0.75, 0.11, -0.14, 0.30, -1.06, -0.53, 0.24, 0.29, 0.28, -0.62], "gap_ha": 0.301, "lumo_energy_ev": 4.008, "e_homo_ha": -0.154, "total_charge": -1}